{
  "formula": "C28H37Br2Cl2F5I2N2O23P3",
  "method": "wB97M-V/def2-TZVPD",
  "elements": ["C", "C", "N", "C", "P", "I", "C", "C", "O", "C", "O", "C", "C", "O", "Cl", "O", "C", "I", "C", "Br", "C", "C", "Br", "C", "P", "O", "Cl", "P", "N", "O", "O", "O", "H", "H", "H", "H", "H", "H", "H", "H", "H", "H", "H", "H", "H", "H", "H", "H", "H", "H", "H", "H", "H", "H", "C", "C", "O", "C", "O", "O", "F", "H", "H", "H", "C", "C", "O", "C", "O", "O", "F", "H", "H", "H", "C", "C", "O", "C", "O", "O", "F", "H", "H", "H", "C", "C", "O", "C", "O", "O", "F", "H", "H", "H", "C", "C", "O", "C", "O", "O", "F", "H", "H", "H"],
  "xyz": [[0.625, -3.848, -1.232], [-0.080, -2.642, -0.659], [-0.641, -2.792, 0.478], [-0.134, -1.410, -1.530], [0.471, 0.309, -0.893], [2.274, 0.170, -2.854], [1.282, 1.971, -0.494], [1.140, 3.234, -1.329], [0.889, 3.039, -2.743], [1.386, 4.010, -3.496], [0.984, 5.142, -3.511], [1.627, -0.477, 0.486], [2.893, -1.116, 0.100], [3.076, -2.219, -0.252], [4.376, -0.071, 0.342], [-0.842, 1.046, -1.891], [-1.997, 1.398, -1.292], [-2.321, 3.578, -1.800], [-3.293, 0.818, -1.978], [-3.479, 1.573, -3.774], [-3.372, -0.715, -2.115], [-2.895, -1.353, -3.420], [-5.279, -1.218, -1.941], [-1.847, 1.136, 0.261], [-3.130, -0.145, 0.939], [-4.555, 0.606, 0.913], [-2.710, -0.261, 2.991], [-1.659, 2.510, 1.521], [-1.152, 3.929, 1.155], [-0.691, 1.920, 2.645], [-3.143, 2.646, 2.105], [-0.682, 0.364, 0.444], [-0.150, -4.564, -1.513], [1.157, -3.600, -2.145], [1.277, -4.300, -0.494], [-1.119, -1.927, 0.732], [0.382, -1.639, -2.454], [-1.156, -1.276, -1.841], [2.339, 1.746, -0.397], [0.954, 2.247, 0.510], [0.373, 3.888, -0.923], [2.066, 3.805, -1.218], [2.226, 3.722, -4.141], [1.065, -1.202, 1.067], [1.883, 0.306, 1.197], [-4.174, 1.201, -1.485], [-2.884, -1.252, -1.311], [-3.641, -1.289, -4.200], [-1.943, -0.915, -3.708], [-2.716, -2.401, -3.200], [-4.492, 1.555, 0.732], [-0.311, 4.169, 1.665], [-0.609, 0.955, 2.597], [-3.185, 3.543, 2.468], [-2.351, 0.259, 6.235], [-2.875, 0.521, 7.630], [-2.327, -0.561, 8.364], [-1.168, -0.931, 7.741], [-0.345, -1.626, 8.235], [-1.100, -0.391, 6.511], [-4.226, 0.463, 7.694], [-3.000, -0.419, 5.683], [-2.198, 1.163, 5.653], [-2.542, 1.460, 8.072], [-2.055, -3.745, 9.819], [-3.562, -3.648, 9.893], [-3.932, -4.958, 10.287], [-2.892, -5.481, 11.000], [-2.963, -6.444, 11.685], [-1.778, -4.736, 10.821], [-4.121, -3.371, 8.690], [-1.724, -4.106, 8.845], [-1.550, -2.812, 10.041], [-3.937, -2.934, 10.628], [7.653, -1.799, -2.275], [8.206, -1.940, -3.677], [7.059, -1.760, -4.476], [6.189, -0.960, -3.771], [5.251, -0.414, -4.227], [6.574, -0.890, -2.475], [8.725, -3.177, -3.905], [7.269, -2.749, -1.901], [8.371, -1.396, -1.565], [8.955, -1.192, -3.946], [3.800, 7.022, -3.298], [4.199, 8.305, -3.994], [4.822, 9.034, -2.953], [5.343, 8.128, -2.073], [6.139, 8.389, -1.236], [4.830, 6.901, -2.305], [3.129, 9.002, -4.448], [2.829, 7.109, -2.813], [3.791, 6.159, -3.956], [4.907, 8.176, -4.815], [-3.569, -5.197, -7.210], [-3.379, -3.735, -7.554], [-3.029, -3.177, -6.306], [-2.421, -4.154, -5.569], [-1.787, -3.966, -4.593], [-2.648, -5.370, -6.132], [-4.525, -3.163, -7.999], [-4.584, -5.392, -6.860], [-3.334, -5.868, -8.031], [-2.583, -3.536, -8.273]],
  "atomic_forces_ev_per_a": [[-0.4, 0.2, -0.4], [0.0, -0.3, 0.4], [0.0, 0.2, -0.3], [0.1, -0.1, 0.1], [0.5, -0.6, 0.6], [0.1, 0.0, -0.3], [-0.1, 0.1, -0.3], [-0.3, 0.6, 0.3], [0.5, -0.4, 0.4], [-0.1, 0.4, -0.3], [0.1, 0.3, 0.2], [0.2, 0.7, 0.5], [0.0, 0.3, 0.2], [0.1, -1.1, -0.4], [0.0, 0.2, 0.1], [-0.2, -0.3, 0.3], [-0.1, 0.8, -0.7], [0.1, 0.9, 1.2], [0.6, -0.2, -0.4], [-0.6, -1.0, -0.7], [-0.6, -0.1, -0.7], [0.2, -0.1, 0.7], [0.1, -0.1, 0.2], [-0.3, -0.5, 1.2], [-0.1, -0.6, -0.7], [0.0, 0.3, -0.3], [0.1, 0.0, 0.1], [1.1, 1.7, -0.6], [-0.1, 0.0, 0.3], [-0.2, -0.6, 0.0], [-0.4, -0.2, 0.1], [-0.3, 0.1, -0.4], [0.0, -0.1, 0.1], [0.3, 0.0, 0.1], [0.1, 0.0, 0.0], [0.0, 0.0, 0.1], [0.1, 0.2, 0.0], [-0.1, 0.1, 0.2], [0.0, -0.2, -0.1], [-0.1, 0.0, 0.1], [-0.3, -0.1, -0.1], [0.2, -0.1, -0.1], [-0.1, -0.5, -0.1], [-0.1, -0.3, -0.3], [-0.2, 0.2, -0.1], [0.0, 0.0, 0.3], [-0.2, 0.3, 0.4], [0.1, 0.2, -0.2], [0.0, 0.1, -0.3], [0.0, -0.1, -0.1], [-0.1, 0.1, 0.5], [0.1, 0.0, -0.1], [0.1, 0.0, 0.1], [-0.1, 0.0, -0.2], [0.1, 0.2, -0.1], [-0.1, -0.2, -0.1], [0.2, 0.3, 0.1], [0.0, -0.1, -0.1], [0.0, -0.1, 0.0], [-0.1, 0.1, 0.1], [0.0, 0.0, 0.0], [-0.1, 0.0, 0.1], [0.2, 0.0, 0.0], [-0.1, 0.0, 0.0], [0.1, 0.1, 0.1], [0.0, -0.2, -0.2], [0.0, 0.2, 0.3], [0.1, 0.0, -0.1], [0.0, -0.1, 0.0], [-0.1, 0.1, -0.1], [0.0, -0.1, 0.0], [-0.1, 0.0, -0.1], [0.1, -0.1, 0.2], [-0.1, 0.1, -0.1], [0.1, 0.0, 0.2], [-0.2, -0.2, 0.0], [0.1, 0.3, 0.0], [-0.1, -0.1, 0.2], [0.1, 0.0, -0.3], [0.1, 0.0, -0.1], [0.0, 0.0, 0.0], [0.0, -0.1, -0.1], [-0.1, 0.2, 0.0], [0.1, -0.1, 0.0], [0.0, -0.2, 0.0], [-0.2, 0.1, 0.2], [0.2, -0.1, -0.2], [-0.1, 0.0, 0.0], [0.0, 0.1, 0.1], [0.0, 0.1, -0.1], [0.0, 0.0, 0.0], [0.0, 0.1, -0.1], [0.1, -0.1, 0.1], [-0.1, 0.0, -0.1], [0.0, -0.2, -0.1], [-0.2, 0.0, 0.2], [0.3, -0.1, -0.1], [-0.1, 0.0, 0.0], [0.1, -0.2, 0.0], [-0.1, 0.1, -0.1], [0.0, 0.0, 0.0], [0.0, 0.1, 0.0], [0.2, 0.0, 0.1], [-0.1, 0.1, -0.1]],
  "charge": -1,
  "homo_energy_ha": -0.20644,
  "de_lowest_ev": 0.000,
  "lumo_energy_ha": 0.0657,
  "energy_ev": -302498.08847,
  "orbital_gap_ev": 7.406
}



{
  "formula": "C33H45N2O2P2Ti",
  "method": "wB97M-V/def2-TZVPD",
  "elements": ["Ti", "C", "P", "C", "C", "C", "C", "C", "C", "C", "P", "C", "C", "H", "H", "H", "H", "H", "H", "H", "H", "H", "H", "H", "H", "H", "H", "H", "H", "N", "C", "C", "C", "N", "H", "H", "H", "H", "C", "C", "O", "C", "C", "C", "C", "C", "C", "H", "H", "H", "H", "H", "H", "H", "H", "C", "C", "C", "C", "C", "C", "C", "C", "C", "C", "C", "C", "O", "H", "H", "H", "H", "H", "H", "H", "H", "H", "H", "H", "H", "H", "H", "H", "H", "H"],
  "xyz": [[0.635, -0.002, -0.073], [-2.581, -1.951, -1.350], [-0.973, -1.201, -1.760], [-1.414, -0.088, -3.137], [-0.044, -2.556, -2.544], [-0.457, -3.088, -3.763], [0.250, -4.121, -4.356], [1.378, -4.632, -3.731], [1.790, -4.122, -2.509], [1.083, -3.087, -1.902], [1.536, -2.435, -0.261], [3.144, -3.192, 0.127], [0.429, -3.343, 0.881], [-2.941, -2.483, -2.231], [-3.298, -1.174, -1.080], [-2.492, -2.653, -0.523], [-2.026, -0.606, -3.874], [-0.516, 0.293, -3.623], [-1.991, 0.754, -2.753], [-1.333, -2.697, -4.265], [-0.076, -4.524, -5.305], [1.937, -5.435, -4.193], [2.668, -4.541, -2.038], [3.902, -2.937, -0.613], [3.042, -4.276, 0.173], [3.468, -2.838, 1.106], [0.431, -4.406, 0.641], [-0.588, -2.956, 0.817], [0.776, -3.198, 1.906], [2.854, 2.043, -0.942], [4.154, 2.353, -0.979], [4.853, 1.234, -0.574], [3.871, 0.283, -0.313], [2.647, 0.771, -0.534], [2.070, 2.638, -1.162], [4.492, 3.328, -1.287], [5.918, 1.124, -0.485], [3.997, -0.725, 0.043], [-1.669, 2.715, 0.332], [-0.754, 2.563, -0.835], [0.044, 1.587, -0.858], [-0.751, 3.507, -1.940], [0.039, 3.261, -3.074], [0.061, 4.167, -4.114], [-0.705, 5.328, -4.034], [-1.499, 5.578, -2.923], [-1.527, 4.671, -1.879], [-1.558, 1.884, 1.025], [-2.705, 2.773, -0.009], [-1.454, 3.645, 0.861], [0.609, 2.343, -3.145], [0.664, 3.974, -4.990], [-0.684, 6.040, -4.849], [-2.094, 6.478, -2.872], [-2.145, 4.875, -1.016], [2.575, -0.314, 2.955], [1.738, 0.863, 3.459], [1.847, 2.104, 2.568], [0.294, 0.490, 3.730], [-0.212, 0.638, 5.017], [-1.526, 0.317, 5.323], [-2.359, -0.165, 4.330], [-1.904, -0.331, 3.025], [-2.833, -0.890, 1.966], [-3.152, -2.361, 2.252], [-4.126, -0.078, 1.846], [-0.581, 0.006, 2.759], [-0.118, -0.154, 1.460], [3.623, -0.022, 2.863], [2.245, -0.678, 1.977], [2.516, -1.150, 3.653], [2.160, 1.140, 4.427], [1.293, 1.989, 1.630], [2.888, 2.320, 2.320], [1.430, 2.975, 3.075], [0.445, 1.011, 5.793], [-1.894, 0.441, 6.332], [-3.383, -0.424, 4.569], [-2.311, -0.837, 1.007], [-3.687, -2.458, 3.197], [-2.247, -2.966, 2.327], [-3.791, -2.781, 1.472], [-4.766, -0.230, 2.715], [-4.698, -0.393, 0.971], [-3.932, 0.993, 1.767]],
  "atomic_forces_ev_per_a": [[1.6, -2.2, -0.4], [0.0, 0.0, 0.1], [0.0, -0.1, -0.3], [0.0, 0.0, 0.0], [0.0, 0.0, 0.0], [0.0, 0.0, 0.0], [0.0, 0.0, 0.0], [0.0, 0.0, 0.0], [0.0, 0.0, 0.0], [0.0, 0.0, 0.0], [-0.1, -0.3, 0.1], [0.0, 0.1, 0.0], [0.1, 0.0, -0.1], [0.0, 0.0, 0.0], [0.0, 0.0, 0.0], [0.0, 0.0, 0.0], [0.0, 0.0, 0.0], [0.0, 0.0, 0.0], [0.0, 0.0, 0.0], [0.0, 0.0, 0.0], [0.0, 0.0, 0.0], [0.0, 0.0, 0.0], [0.0, 0.0, 0.0], [0.0, 0.0, 0.0], [0.0, 0.0, 0.0], [0.0, 0.0, 0.0], [0.0, 0.0, 0.0], [0.0, 0.0, 0.0], [0.0, 0.0, 0.0], [0.0, 0.1, 0.0], [0.0, 0.0, 0.0], [0.0, 0.0, 0.0], [0.0, 0.0, 0.1], [-0.1, 0.2, 0.0], [0.0, -0.1, 0.0], [0.0, 0.0, 0.0], [0.0, 0.0, 0.0], [0.0, 0.0, 0.0], [0.0, 0.0, 0.0], [0.1, 0.0, 0.0], [-1.0, 2.4, -0.9], [0.0, 0.0, 0.0], [0.0, 0.0, 0.0], [0.0, 0.0, 0.0], [0.0, 0.0, 0.0], [0.0, 0.0, 0.0], [0.0, 0.0, 0.0], [0.0, 0.0, 0.0], [0.0, 0.0, 0.0], [0.0, 0.0, 0.0], [0.0, 0.0, 0.0], [0.0, 0.0, 0.0], [0.0, 0.0, 0.0], [0.0, 0.0, 0.0], [0.0, 0.0, 0.0], [0.0, 0.0, 0.0], [0.0, 0.0, -0.1], [0.0, 0.0, 0.0], [0.1, 0.1, 0.2], [0.0, 0.0, 0.0], [0.0, 0.0, -0.1], [0.0, 0.0, 0.0], [-0.2, -0.1, 0.1], [0.0, 0.0, 0.0], [0.0, 0.0, 0.0], [0.0, 0.0, 0.0], [0.0, -0.1, -0.3], [-0.6, 0.1, 1.5], [0.0, 0.0, 0.0], [0.0, 0.0, 0.1], [0.0, 0.0, 0.0], [0.0, 0.0, 0.0], [0.0, 0.0, 0.0], [0.0, 0.0, 0.0], [0.0, 0.0, 0.0], [0.0, 0.0, 0.0], [0.0, 0.0, 0.0], [0.0, 0.0, 0.0], [0.0, 0.0, 0.1], [0.0, 0.0, 0.0], [0.0, 0.0, 0.0], [0.0, 0.0, 0.0], [0.0, 0.0, 0.0], [0.0, 0.0, 0.0], [0.0, 0.0, 0.0]],
  "charge": 2,
  "homo_energy_ha": [-0.49657, -0.49674],
  "de_lowest_ev": 0.348,
  "lumo_energy_ha": [-0.2289, -0.2391],
  "multiplicity": 2,
  "energy_ev": -83710.00335,
  "orbital_gap_ev": [7.283, 7.012]
}



{
  "formula": "C2H7NS2",
  "method": "wB97M-V/def2-TZVPD",
  "elements": ["C", "C", "N", "H", "H", "H", "H", "H", "S", "S", "H", "H"],
  "xyz": [[1.832, -0.397, 0.460], [0.532, -0.566, 0.734], [-0.257, 0.445, 1.295], [2.401, 0.132, 1.223], [2.372, -1.011, -0.241], [-0.037, -1.490, 0.608], [0.234, 1.306, 1.461], [-0.882, 0.077, 2.004], [-1.455, -0.433, -2.660], [-2.290, 1.382, -2.026], [-0.250, -0.389, -2.106], [-2.200, 0.946, -0.751]],
  "atomic_forces_ev_per_a": [[0.1, -0.5, 0.7], [-0.3, 0.3, 0.1], [0.1, -1.3, 0.1], [0.0, 0.9, -0.9], [0.0, -0.4, 0.3], [0.1, 0.2, -0.9], [-0.1, 0.1, 0.4], [0.0, 0.7, 0.1], [-0.7, -0.1, -0.5], [0.7, -0.8, 0.4], [0.4, 0.4, 0.2], [-0.3, 0.5, 0.0]],
  "charge": 0,
  "homo_energy_ha": -0.31219,
  "de_lowest_ev": 1.357,
  "lumo_energy_ha": 0.0135,
  "smiles": "C=CN.SS",
  "energy_ev": -25346.69059,
  "orbital_gap_ev": 8.861
}



{
  "formula": "C3H2F5NO3",
  "method": "wB97M-V/def2-TZVPD",
  "elements": ["O", "N", "O", "C", "F", "F", "H", "O", "C", "C", "F", "F", "F", "H"],
  "xyz": [[1.024, -0.159, -0.668], [0.503, -1.334, -0.674], [1.151, -2.439, -0.112], [-0.769, -1.566, -0.841], [-1.163, -2.805, -0.787], [-1.674, -0.830, -1.424], [1.827, -2.045, 0.431], [-0.919, -0.016, 1.127], [-0.054, 0.821, 1.084], [-0.132, 2.112, 0.202], [-0.629, 3.069, 0.997], [1.004, 2.494, -0.249], [-0.981, 1.916, -0.831], [0.812, 0.782, 1.745]],
  "atomic_forces_ev_per_a": [[0.4, -1.3, -0.1], [-1.4, 1.4, 0.2], [-0.3, 0.0, -0.7], [-0.1, -0.7, -0.8], [-0.2, -0.1, 0.4], [1.3, 0.2, 0.4], [0.6, 0.6, 0.4], [-0.4, 0.4, 0.3], [0.1, -0.3, -0.7], [-2.3, -1.9, 0.6], [-0.2, 0.5, 0.1], [1.9, 0.7, -0.7], [0.2, 0.3, 0.4], [0.3, 0.2, 0.2]],
  "charge": 0,
  "homo_energy_ha": -0.36588,
  "de_lowest_ev": 0.000,
  "lumo_energy_ha": 0.0156,
  "smiles": "[O-][N+](O)=C(F)F.O=CC(F)(F)F",
  "energy_ev": -24358.69336,
  "orbital_gap_ev": 10.379
}